DFT (wB97M-V/def2-TZVPD) results for the molecule C29H34N2O7.

Calculated values
M, g/mol: 522.598
LUMO, eV: -0.09
Highest occupied orbital energy, eV: -8.241
HOMO-LUMO gap, Ha: 0.29968
ΔE to the lowest compared entry with this formula, charge and spin, kcal/mol: 5.5
E_tot, hartree: -1761.644510
Charge: 0

Last column: natural (NBO) charge in e.
Positions of all 72 atoms, in Å:
C: 6.4684 0.9273 2.7335  -0.608
C: 4.9474 0.8849 2.8198  -0.393
C: 4.2845 2.1644 2.3122  -0.427
C: 4.4986 2.3890 0.8119  -0.065
O: 3.6975 3.4382 0.3047  -0.487
C: 2.3632 3.2522 0.1457  0.321
C: 1.6299 4.3861 -0.2130  -0.247
C: 0.2660 4.3078 -0.4018  -0.178
C: -0.3995 3.1040 -0.2377  -0.260
C: 0.3189 1.9680 0.1062  0.050
C: -0.4054 0.6543 0.3166  -0.106
C: -1.3038 0.2582 -0.8375  -0.251
C: -0.8779 0.1881 -2.1253  0.454
O: 0.3649 0.5498 -2.4953  -0.649
C: -1.7031 -0.2655 -3.2481  -0.137
C: -1.6535 0.4358 -4.4535  -0.168
C: -2.4411 0.0471 -5.5148  -0.249
C: -3.2649 -1.0680 -5.4082  0.229
C: -3.2553 -1.8233 -4.2275  0.276
C: -2.4895 -1.4070 -3.1509  -0.181
O: -3.9728 -2.9813 -4.1026  -0.491
C: -4.4754 -3.4702 -5.3256  -0.097
C: -5.0692 -2.3270 -6.1462  -0.098
O: -4.0616 -1.3927 -6.4697  -0.478
C: -2.6676 0.1290 -0.3498  0.452
O: -3.6831 -0.1251 -0.9579  -0.511
C: -2.6031 0.4361 1.1454  0.589
O: -3.5120 0.4036 1.9471  -0.599
N: -1.3216 0.7538 1.4308  -0.406
C: -0.8670 1.0544 2.7615  -0.234
C: 0.1722 0.0375 3.2607  -0.214
N: -0.1429 -1.3015 2.8041  -0.459
C: -1.3294 -1.8601 3.4374  -0.270
C: -1.6454 -3.2069 2.7903  -0.071
O: -0.5648 -4.1055 2.9073  -0.521
C: 0.5912 -3.5601 2.3248  -0.071
C: 0.9649 -2.2252 2.9716  -0.245
C: 1.6954 2.0402 0.2943  -0.366
H: 6.8541 1.7946 3.2639  0.204
H: 6.8948 0.0339 3.1832  0.214
H: 6.8002 0.9784 1.6999  0.200
H: 4.5762 0.0301 2.2482  0.191
H: 4.6545 0.7361 3.8613  0.208
H: 3.2107 2.1172 2.5109  0.209
H: 4.6772 3.0255 2.8557  0.209
H: 4.3247 1.4610 0.2517  0.167
H: 5.5219 2.7174 0.6182  0.200
H: 2.1594 5.3176 -0.3316  0.227
H: -0.2870 5.1936 -0.6734  0.221
H: -1.4685 3.0404 -0.3720  0.225
H: 0.3231 -0.1445 0.5257  0.213
H: 0.8419 0.9626 -1.7580  0.501
H: -1.0183 1.3030 -4.5380  0.223
H: -2.4453 0.5971 -6.4420  0.228
H: -2.5125 -1.9979 -2.2514  0.233
H: -3.6672 -3.9443 -5.9005  0.178
H: -5.2321 -4.2149 -5.0746  0.203
H: -5.8591 -1.8362 -5.5621  0.184
H: -5.4770 -2.6837 -7.0929  0.202
H: -1.7583 1.0468 3.3928  0.242
H: -0.4277 2.0586 2.7884  0.208
H: 0.2360 0.1067 4.3607  0.181
H: 1.1549 0.2981 2.8561  0.188
H: -2.1770 -1.1927 3.2895  0.231
H: -1.1685 -2.0023 4.5208  0.167
H: -2.4942 -3.6808 3.2843  0.199
H: -1.8849 -3.0459 1.7285  0.167
H: 1.3863 -4.2943 2.4681  0.193
H: 0.4280 -3.4014 1.2471  0.163
H: 1.8528 -1.8183 2.4799  0.196
H: 1.1996 -2.3920 4.0378  0.169
H: 2.2284 1.1400 0.5630  0.218

Cartesian forces, eV/Å:
-0.2 -0.1 0.0
0.0 0.2 0.0
-0.1 -0.1 -0.2
0.2 -0.2 0.4
-0.2 0.3 -0.1
-0.2 0.3 -0.1
0.3 -0.1 0.1
0.0 -0.1 0.0
0.1 -0.1 0.0
0.0 0.2 0.1
0.1 -0.1 -0.2
0.4 0.0 -0.1
-0.1 0.0 0.4
-0.1 -0.1 0.0
0.1 -0.1 -0.3
0.0 0.0 0.1
-0.2 -0.2 0.0
0.0 0.0 0.2
0.2 0.1 -0.1
0.0 0.1 -0.2
0.0 0.2 0.3
-0.2 0.1 -0.5
-0.2 -0.5 0.3
0.4 0.2 0.0
-0.2 -0.1 -0.7
0.0 0.1 0.5
-0.3 0.1 0.6
-0.2 -0.1 -0.1
0.1 0.1 -0.2
0.0 0.0 0.3
-0.1 0.0 -0.2
0.1 0.0 0.2
-0.1 -0.3 -0.2
-0.2 0.3 0.2
0.0 -0.1 0.1
0.4 0.2 0.0
-0.1 -0.3 -0.2
0.1 -0.1 0.0
0.1 0.1 0.0
0.1 0.0 0.0
0.1 0.0 -0.1
-0.1 -0.1 0.0
0.0 -0.1 0.0
0.0 0.1 0.0
0.0 0.1 0.0
0.0 0.1 0.0
-0.1 -0.1 0.0
0.1 0.1 0.0
0.0 0.1 0.0
-0.1 0.0 0.0
0.0 0.1 0.0
-0.1 0.1 0.0
0.1 0.1 0.0
0.0 0.1 -0.1
0.0 -0.1 0.1
-0.1 0.0 0.1
0.1 0.1 -0.1
0.1 0.0 -0.1
0.0 0.0 0.1
0.1 0.1 -0.1
-0.1 -0.1 0.0
0.0 0.0 -0.1
0.0 0.0 0.0
-0.1 0.0 0.0
0.0 0.0 0.0
0.0 0.1 -0.1
0.0 0.0 0.1
0.0 0.1 -0.1
0.1 0.0 0.1
0.0 0.0 0.0
0.0 0.0 0.0
0.1 -0.1 0.1

***

DFT (wB97M-V/def2-TZVPD) results for the molecule C29H34N4O6.

Calculated values
M, g/mol: 534.613
LUMO, eV: 0.07
Highest occupied orbital energy, eV: -7.806
HOMO-LUMO gap, Ha: 0.28939
ΔE to the lowest compared entry with this formula, charge and spin, kcal/mol: 121.2
E_tot, hartree: -1795.928482
Charge: 0

Last column: natural (NBO) charge in e.
Positions of all 73 atoms, in Å:
C: -1.8157 -5.1897 2.4625  -0.252
O: -2.2515 -4.5381 1.2936  -0.494
C: -1.5044 -3.5150 0.7985  0.310
C: -2.0011 -2.9015 -0.3551  -0.259
C: -1.3342 -1.8444 -0.9303  -0.183
C: -0.1497 -1.3819 -0.3654  0.218
N: 0.5183 -0.2548 -0.9111  -0.446
C: 1.7140 -0.3416 -1.5194  0.666
O: 2.3917 0.6390 -1.8138  -0.654
C: 2.2034 -1.7170 -1.8303  0.050
C: 3.5733 -1.9842 -1.8091  0.042
N: 4.0482 -3.1870 -2.0812  -0.379
C: 3.1704 -4.1286 -2.3912  0.004
C: 1.8066 -3.8615 -2.4358  -0.003
N: 1.3283 -2.6631 -2.1545  -0.366
C: 0.0093 1.0849 -0.5659  -0.146
C: 0.6689 1.4641 0.7837  0.686
O: 0.1619 1.2682 1.8692  -0.637
N: 1.8853 2.0003 0.6046  -0.638
C: 2.7927 2.2799 1.6991  -0.059
C: 3.4256 3.6628 1.5260  -0.401
C: 4.3971 3.7003 0.3482  -0.402
C: 5.4736 2.6311 0.5055  -0.396
C: 4.8333 1.2506 0.6091  -0.416
C: 3.8763 1.1984 1.7974  -0.401
C: -1.4907 1.1406 -0.5673  -0.066
C: -2.1414 1.7395 -1.6390  -0.269
C: -3.5252 1.7821 -1.6762  0.269
O: -4.2561 2.3572 -2.6730  -0.481
C: -3.5712 2.9561 -3.7433  -0.250
C: -4.2888 1.2037 -0.6422  0.221
O: -5.6383 1.2869 -0.8275  -0.489
C: -6.5095 1.2233 0.2786  -0.238
C: -3.6232 0.5864 0.4249  0.238
O: -4.3826 -0.0099 1.3989  -0.509
C: -3.7219 -0.6401 2.4694  -0.251
C: -2.2329 0.5752 0.4544  -0.237
C: 0.3515 -1.9914 0.7732  -0.216
C: -0.3158 -3.0557 1.3552  -0.314
H: -0.8423 -5.6690 2.3170  0.176
H: -1.7589 -4.4996 3.3104  0.177
H: -2.5643 -5.9527 2.6697  0.202
H: -2.9219 -3.2729 -0.7753  0.229
H: -1.7209 -1.3754 -1.8201  0.232
H: 4.2922 -1.2150 -1.5655  0.214
H: 3.5735 -5.1069 -2.6125  0.201
H: 1.0773 -4.6133 -2.7036  0.203
H: 0.3973 1.7581 -1.3387  0.240
H: 2.2871 1.9825 -0.3252  0.431
H: 2.1791 2.2636 2.6070  0.235
H: 2.6362 4.4036 1.3856  0.215
H: 3.9623 3.9120 2.4436  0.203
H: 4.8583 4.6884 0.2917  0.211
H: 3.8581 3.5344 -0.5866  0.193
H: 6.1545 2.6617 -0.3471  0.209
H: 6.0562 2.8309 1.4083  0.192
H: 5.6061 0.4882 0.7313  0.209
H: 4.2935 1.0334 -0.3150  0.210
H: 3.3984 0.2175 1.8552  0.206
H: 4.4363 1.3526 2.7221  0.203
H: -1.5582 2.1745 -2.4347  0.212
H: -4.3445 3.3457 -4.4035  0.200
H: -2.9351 3.7820 -3.4066  0.174
H: -2.9618 2.2300 -4.2923  0.173
H: -6.1817 1.8809 1.0874  0.176
H: -7.4736 1.5655 -0.0984  0.186
H: -6.6076 0.2056 0.6623  0.186
H: -3.0996 0.0620 3.0320  0.184
H: -3.1056 -1.4757 2.1218  0.181
H: -4.5153 -1.0178 3.1135  0.195
H: -1.7146 0.1345 1.2857  0.246
H: 1.2667 -1.6272 1.2172  0.221
H: 0.0974 -3.5073 2.2430  0.222

Cartesian forces, eV/Å:
0.1 -0.1 0.2
-0.1 0.2 -0.3
0.1 0.1 -0.1
0.0 -0.1 0.1
0.1 -0.2 0.2
-0.2 -0.5 0.6
-0.1 0.0 -0.1
0.0 0.1 -0.1
0.1 -0.1 -0.2
0.5 -0.5 -0.2
-0.3 0.3 0.1
0.3 -0.2 0.0
-0.1 0.0 0.0
0.1 -0.1 -0.1
0.1 0.2 -0.2
0.0 0.3 0.1
-0.2 0.1 -0.5
-0.2 -0.1 0.3
0.6 0.3 -0.1
0.0 0.0 0.5
-0.1 -0.1 -0.2
0.2 0.1 0.3
-0.1 -0.1 -0.3
0.2 0.1 0.3
-0.2 0.0 -0.2
-0.1 0.1 0.1
0.0 0.0 -0.1
-0.3 -0.1 0.1
0.0 -0.2 0.3
0.1 0.1 -0.1
-0.2 0.1 -0.2
0.5 -0.2 -0.1
-0.4 0.0 0.3
0.0 0.0 0.0
-0.1 0.3 -0.5
0.1 -0.1 0.2
-0.1 0.2 0.1
-0.2 0.3 -0.3
-0.2 -0.4 0.2
0.0 0.0 0.0
0.0 0.0 0.0
0.1 0.0 0.0
-0.1 0.0 -0.1
0.0 0.1 -0.1
0.0 0.1 0.0
-0.1 -0.1 0.0
0.0 -0.2 0.0
-0.1 -0.1 0.2
-0.3 -0.1 0.0
0.1 0.0 -0.2
0.0 0.0 0.1
0.0 0.0 0.1
-0.1 0.0 -0.1
0.0 0.1 -0.1
0.1 0.0 0.0
0.1 0.0 0.0
0.0 -0.1 -0.1
0.0 -0.1 -0.1
0.0 0.0 0.1
0.0 0.0 0.1
0.0 0.1 -0.1
0.1 0.0 0.0
0.0 0.0 0.0
0.0 0.0 0.0
0.0 0.0 0.0
0.0 0.0 0.1
0.0 0.1 0.0
0.0 0.0 0.0
0.0 0.0 0.0
0.1 0.0 0.0
0.0 -0.1 0.1
0.1 0.1 0.0
0.0 -0.1 0.1

***

DFT (wB97M-V/def2-TZVPD) results for the ion C29H34NO2 with charge +1 in a non-equilibrium geometry.

Calculated values
M, g/mol: 428.596
LUMO, eV: -2.05
Highest occupied orbital energy, eV: -11.607
HOMO-LUMO gap, Ha: 0.35138
E_tot, hartree: -1330.481666
Charge: +1

Last column: natural (NBO) charge in e.
Positions of all 66 atoms, in Å:
O: -2.9097 0.7475 2.0051  -0.729
C: -2.0147 1.1276 0.9669  0.226
C: -2.8272 1.7578 -0.1714  -0.088
C: -2.3500 2.7702 -0.9949  -0.160
C: -3.1414 3.2982 -2.0015  -0.214
C: -4.4279 2.8332 -2.2040  -0.197
C: -4.9251 1.8442 -1.3741  -0.202
C: -4.1354 1.3182 -0.3684  -0.220
C: -0.9575 2.0856 1.5326  -0.054
C: -1.0959 2.5449 2.8399  -0.206
C: -0.1831 3.4209 3.4000  -0.192
C: 0.9014 3.8629 2.6658  -0.205
C: 1.0619 3.4073 1.3700  -0.195
C: 0.1491 2.5293 0.8109  -0.238
C: -1.3816 -0.2400 0.5236  0.036
C: -0.5118 -0.1877 -0.7355  -0.458
C: -0.2589 -1.6200 -1.2137  -0.227
N: -0.4027 -2.5703 -0.0757  -0.207
C: 0.1457 -3.9051 -0.4357  -0.223
C: 1.6722 -4.0331 -0.3190  -0.074
O: 2.2786 -2.9203 -0.9196  -0.573
C: 3.6840 -2.7784 -0.7103  -0.096
C: 3.9983 -1.3303 -0.9805  0.029
C: 3.7268 -0.3740 -0.0087  -0.247
C: 3.9347 0.9690 -0.2669  -0.199
C: 4.4206 1.3683 -1.5008  -0.203
C: 4.6984 0.4208 -2.4715  -0.196
C: 4.4818 -0.9225 -2.2156  -0.225
C: 0.2674 -2.0050 1.1237  -0.237
C: -0.5122 -0.8001 1.6552  -0.452
C: -1.8531 -2.6806 0.2210  -0.216
C: -2.4803 -1.2839 0.2561  -0.453
H: -3.4814 1.4980 2.2009  0.488
H: -1.3675 3.1839 -0.8488  0.214
H: -2.7464 4.0863 -2.6242  0.222
H: -5.0415 3.2476 -2.9885  0.225
H: -5.9342 1.4831 -1.5016  0.222
H: -4.5542 0.5661 0.2827  0.221
H: -1.9178 2.2041 3.4498  0.222
H: -0.3258 3.7572 4.4155  0.224
H: 1.6126 4.5501 3.0965  0.224
H: 1.9021 3.7397 0.7784  0.216
H: 0.3242 2.2092 -0.2023  0.211
H: 0.4431 0.2833 -0.5129  0.229
H: -1.0054 0.3832 -1.5220  0.253
H: 0.7481 -1.7167 -1.6173  0.275
H: -0.9763 -1.9177 -1.9799  0.217
H: -0.3036 -4.6561 0.2179  0.234
H: -0.1537 -4.1115 -1.4649  0.231
H: 1.9791 -4.1088 0.7353  0.179
H: 1.9704 -4.9677 -0.8167  0.206
H: 4.2323 -3.4448 -1.3858  0.194
H: 3.9305 -3.0435 0.3266  0.182
H: 3.3691 -0.6809 0.9654  0.204
H: 3.7237 1.7001 0.4992  0.220
H: 4.5897 2.4148 -1.7029  0.223
H: 5.0846 0.7278 -3.4312  0.225
H: 4.6954 -1.6589 -2.9757  0.218
H: 1.2715 -1.7103 0.8201  0.248
H: 0.3347 -2.7868 1.8820  0.227
H: 0.1846 -0.0398 2.0070  0.255
H: -1.1552 -1.0674 2.4932  0.235
H: -2.3244 -3.2973 -0.5464  0.232
H: -1.9633 -3.1863 1.1818  0.223
H: -3.2209 -1.2407 1.0520  0.265
H: -2.9768 -1.0538 -0.6862  0.230

Cartesian forces, eV/Å:
0.0 -0.1 0.1
0.2 0.0 -0.2
-0.1 0.0 0.1
0.0 0.0 0.0
0.0 0.0 -0.1
0.0 0.0 0.0
-0.1 0.0 -0.1
0.0 -0.1 0.0
-0.1 0.0 0.1
-0.1 -0.1 0.0
0.1 0.1 0.0
0.0 0.0 0.1
0.1 0.0 -0.1
0.0 0.0 0.0
-0.2 0.1 0.2
-0.1 0.0 0.2
0.3 0.7 -0.8
0.1 -0.3 0.0
0.7 -0.6 -0.3
0.0 0.0 0.1
-0.1 -0.1 -0.1
0.1 0.2 0.0
0.0 -0.2 0.0
0.0 0.0 0.0
-0.1 0.0 0.1
0.0 0.0 -0.1
0.0 0.1 -0.1
0.0 -0.1 0.1
0.4 0.4 0.8
-0.2 0.0 -0.1
-0.9 0.0 0.1
0.0 0.1 0.0
0.0 0.0 0.0
0.1 0.0 0.0
0.0 0.1 -0.1
-0.1 0.1 -0.1
-0.1 0.0 0.0
0.0 -0.1 0.0
0.0 0.0 0.0
0.0 0.0 0.1
0.1 0.1 0.0
0.1 0.0 -0.1
0.0 0.0 -0.1
0.1 0.0 -0.1
0.0 0.0 -0.1
-0.2 -0.1 0.1
0.0 -0.1 0.1
-0.1 0.1 0.0
-0.1 0.1 0.1
-0.1 0.0 -0.1
-0.1 0.1 0.1
0.0 0.0 0.1
0.0 0.0 -0.1
0.0 0.0 0.1
0.0 0.1 0.1
0.0 0.1 0.0
0.0 0.0 -0.1
0.0 -0.1 -0.1
-0.1 -0.1 0.0
0.0 -0.1 -0.1
0.1 -0.1 0.0
0.0 -0.1 0.1
0.2 0.0 0.0
0.2 0.0 -0.1
0.0 -0.1 -0.1
0.0 -0.1 0.0